Formula: C4H6N2S
Source: the Open Molecules 2025 dataset
Level of theory: ωB97M-V with the def2-TZVPD basis set

Geometry (Å):
C  2.005  0.053  -0.542
C  -0.410  -0.611  -0.820
C  -0.803  -0.094  1.331
C  0.794  0.737  -0.483
N  3.055  -0.384  -0.661
N  -1.400  -0.366  0.177
S  0.432  1.398  1.114
H  -0.833  -0.492  -1.812
H  0.224  -1.389  -0.774
H  -1.589  0.186  2.097
H  -0.188  -0.882  1.840
H  0.667  1.402  -1.358
H  -1.955  0.441  -0.110

The energy relative to the best compared isomer or geometry (same formula, charge and spin) is 48.4 kcal/mol. The max |F| comes out at 6.1 eV/A. As for the structure (SMILES): N#C[C@H]1CNCS1. As for the spin multiplicity: 1.

Atomic partial charges in e from the natural (NBO) method, atoms 1 to 6:
1 C 0.2378
2 C -0.1451
3 C -0.2820
4 C -0.5432
5 N -0.3180
6 N -0.5839

=====

Formula: C3H10N2
Source: the Open Molecules 2025 dataset
Level of theory: ωB97M-V with the def2-TZVPD basis set

Geometry (Å):
C  -3.089  -1.912  1.826
C  -2.138  -1.492  2.940
H  -3.956  -1.278  1.721
H  -3.389  -2.930  2.034
H  -2.607  -1.931  0.851
H  -2.706  -1.377  3.861
H  -1.342  -2.219  3.061
H  -1.630  -0.540  2.793
N  2.222  2.253  -3.077
C  3.419  2.226  -2.501
N  3.999  1.150  -2.032
H  1.951  3.164  -3.434
H  1.925  1.378  -3.509
H  3.997  3.140  -2.651
H  3.343  0.369  -1.883

Its charge is +1. The energy relative to the best compared isomer or geometry (same formula, charge and spin) is 33.3 kcal/mol. The max |F| comes out at 1.4 eV/A. As for the spin multiplicity: 2.

Atomic partial charges in e from the natural (NBO) method, atoms 1 to 6:
1 C -0.6031
2 C -0.6041
3 H 0.2058
4 H 0.2087
5 H 0.1897
6 H 0.2097

=====

Formula: C40H59N14SbSi3Zr
Source: the Open Molecules 2025 dataset
Level of theory: ωB97M-V with the def2-TZVPD basis set

Geometry (Å):
Zr  1.181  0.471  -0.646
C  0.369  2.672  -3.628
N  0.967  3.723  -2.838
C  1.611  4.731  -3.653
C  0.182  4.182  -1.765
C  -0.659  5.283  -1.947
C  -1.450  5.783  -0.933
C  -1.418  5.173  0.312
C  -0.582  4.091  0.511
C  0.231  3.572  -0.500
N  1.120  2.499  -0.116
C  2.109  2.914  0.810
C  2.353  4.266  1.091
C  3.191  4.661  2.115
C  3.838  3.717  2.898
C  3.687  2.381  2.576
C  2.867  1.979  1.531
N  2.913  0.582  1.082
C  2.797  -0.383  2.211
C  4.273  0.367  0.497
H  -0.422  3.041  -4.302
H  -0.092  1.922  -2.980
H  1.138  2.187  -4.234
H  0.938  5.187  -4.396
H  2.441  4.266  -4.187
H  2.020  5.515  -3.018
H  -0.693  5.745  -2.926
H  -2.094  6.633  -1.114
H  -2.027  5.540  1.127
H  -0.519  3.655  1.501
H  1.855  5.018  0.497
H  3.337  5.717  2.299
H  4.474  4.013  3.720
H  4.236  1.633  3.132
H  3.755  -0.471  2.730
H  2.536  -1.362  1.818
H  2.052  -0.047  2.920
H  5.016  0.492  1.288
H  4.471  1.098  -0.280
H  4.345  -0.645  0.106
C  -2.574  -3.181  -1.250
Sb  -0.735  -2.333  -0.515
C  -0.885  -0.210  -1.415
C  -0.898  -0.634  -2.865
C  0.254  -0.890  -3.614
C  0.171  -1.253  -4.944
C  -1.079  -1.359  -5.533
C  -2.179  -1.084  -4.738
N  -2.097  -0.743  -3.457
Si  -2.550  0.702  -1.109
C  -2.727  2.199  -2.233
C  -4.196  -0.190  -1.385
C  -2.639  1.415  0.633
C  -1.031  -2.605  1.698
C  -0.530  -1.375  2.386
C  -0.412  -1.342  3.786
C  -0.223  -0.153  4.454
C  -0.137  1.020  3.713
C  -0.140  0.905  2.343
N  -0.275  -0.256  1.670
Si  -2.871  -2.902  2.182
C  -3.473  -4.592  1.611
C  -4.016  -1.605  1.466
C  -3.200  -2.803  4.035
Si  0.020  -4.164  2.193
C  -0.090  -5.449  0.836
C  -0.480  -4.985  3.821
C  1.818  -3.761  2.512
H  -2.752  -2.756  -2.236
H  -3.434  -2.998  -0.614
H  -2.404  -4.254  -1.344
H  1.230  -0.791  -3.178
H  1.076  -1.445  -5.507
H  -1.198  -1.637  -6.571
H  -3.183  -1.139  -5.147
H  -2.627  1.943  -3.289
H  -2.035  3.005  -1.997
H  -3.740  2.584  -2.084
H  -4.457  -0.080  -2.436
H  -4.956  0.312  -0.780
H  -4.232  -1.252  -1.153
H  -1.966  2.266  0.729
H  -2.429  0.715  1.437
H  -3.656  1.790  0.778
H  -0.538  -2.261  4.338
H  -0.165  -0.134  5.535
H  -0.023  1.989  4.178
H  -0.027  1.785  1.727
H  -3.289  -4.793  0.558
H  -4.556  -4.617  1.762
H  -3.049  -5.412  2.183
H  -3.631  -1.132  0.565
H  -4.205  -0.818  2.198
H  -4.976  -2.059  1.212
H  -2.624  -3.493  4.646
H  -4.258  -3.044  4.175
H  -3.050  -1.793  4.417
H  -1.118  -5.692  0.562
H  0.389  -6.369  1.178
H  0.442  -5.120  -0.059
H  -1.521  -5.271  3.920
H  -0.216  -4.368  4.683
H  0.119  -5.896  3.896
H  2.363  -3.541  1.599
H  2.272  -4.642  2.974
H  1.941  -2.931  3.210
N  3.551  -0.959  -3.125
C  3.224  -1.768  -2.053
N  3.720  -2.965  -1.837
N  3.178  -3.337  -0.657
N  2.404  -2.426  -0.207
N  2.379  -1.387  -1.085
C  3.619  0.401  -2.873
N  4.539  1.189  -3.362
N  4.300  2.384  -2.757
N  3.302  2.317  -1.975
N  2.780  1.042  -2.033
H  4.313  -1.310  -3.688

The energy relative to the best compared isomer or geometry (same formula, charge and spin) is 19.2 kcal/mol. The max |F| comes out at 0.6 eV/A. As for the spin multiplicity: 1.

Atomic partial charges in e from the Mulliken method, atoms 1 to 6:
1 Zr -1.5358
2 C -1.2405
3 N 0.9655
4 C -1.3362
5 C -0.6505
6 C 0.0834

=====

Formula: C3H10O3S
Source: the Open Molecules 2025 dataset
Level of theory: ωB97M-V with the def2-TZVPD basis set

Geometry (Å):
C  -0.006  0.362  -0.680
O  -0.078  -1.006  -0.550
C  0.661  1.031  0.686
C  -0.016  2.252  0.945
S  -0.513  2.592  2.627
H  0.543  0.711  -1.567
H  -1.133  0.584  -0.586
H  1.784  1.237  0.588
H  0.501  0.227  1.439
H  -0.879  2.399  0.237
H  0.657  3.126  0.565
H  -1.757  -2.112  -1.044
H  -2.507  -2.370  0.324
O  -2.363  -2.597  -0.555
H  1.015  -1.471  -0.698
H  2.022  -2.914  -1.022
O  2.068  -2.051  -0.713

Its charge is -2. The energy relative to the best compared isomer or geometry (same formula, charge and spin) is 47.0 kcal/mol. The max |F| comes out at 5.2 eV/A. As for the spin multiplicity: 1.

Atomic partial charges in e from the natural (NBO) method, atoms 1 to 6:
1 C -0.0342
2 O -0.8892
3 C -0.4561
4 C -0.5361
5 S -0.7576
6 H 0.1190

=====

Formula: C4H5N3
Source: the Open Molecules 2025 dataset
Level of theory: ωB97M-V with the def2-TZVPD basis set

Geometry (Å):
C  2.361  -1.126  0.064
C  1.630  -0.057  0.207
C  -0.779  -0.852  -0.256
C  -1.570  1.115  -0.070
H  3.390  -0.759  0.358
H  2.148  -2.254  0.116
H  2.105  0.880  0.461
H  -0.539  -1.984  -0.445
H  -2.370  1.793  -0.064
N  0.184  0.069  0.140
N  -1.892  -0.164  -0.483
N  -0.376  1.215  0.329

The energy relative to the best compared isomer or geometry (same formula, charge and spin) is 58.3 kcal/mol. The max |F| comes out at 4.2 eV/A. As for the structure (SMILES): C=Cn1cncn1. As for the spin multiplicity: 1.

Atomic partial charges in e from the natural (NBO) method, atoms 1 to 6:
1 C -0.4515
2 C 0.0003
3 C 0.1634
4 C 0.1260
5 H 0.2230
6 H 0.2308

=====

Formula: C6H24AlN12O6
Source: the Open Molecules 2025 dataset
Level of theory: ωB97M-V with the def2-TZVPD basis set

Geometry (Å):
Al  24.075  -2.823  1.870
C  20.376  -3.513  0.251
O  21.608  -3.336  0.317
N  19.508  -2.489  0.403
N  19.778  -4.675  -0.047
H  19.830  -1.548  0.569
H  18.521  -2.529  0.206
H  18.783  -4.807  -0.087
H  20.375  -5.445  -0.297
C  23.753  -0.260  5.004
O  23.649  -0.948  3.981
N  23.758  -0.846  6.228
N  23.771  1.101  5.067
H  23.794  -0.289  7.064
H  23.782  -1.849  6.252
H  23.321  1.684  4.385
H  24.309  1.433  5.847
C  26.755  -2.048  4.624
O  26.316  -2.476  3.531
N  27.147  -0.773  4.825
N  26.814  -2.836  5.713
H  27.470  -0.485  5.732
H  27.224  -0.142  4.044
H  26.972  -2.397  6.606
H  26.190  -3.629  5.716
C  20.704  -3.510  4.144
O  21.718  -3.302  3.456
N  20.770  -4.204  5.298
N  19.427  -3.322  3.743
H  21.648  -4.426  5.733
H  19.927  -4.599  5.676
H  19.328  -2.772  2.904
H  18.599  -3.628  4.219
C  22.426  -6.592  1.499
O  23.037  -5.579  1.895
N  21.196  -6.939  1.919
N  23.010  -7.578  0.790
H  20.673  -6.293  2.487
H  20.775  -7.803  1.633
H  23.995  -7.551  0.580
H  22.554  -8.408  0.455
C  24.009  -4.917  -1.714
O  24.174  -4.300  -0.642
N  23.157  -4.495  -2.656
N  24.715  -6.048  -2.003
H  22.922  -5.088  -3.432
H  22.670  -3.665  -2.357
H  25.387  -6.368  -1.330
H  24.501  -6.531  -2.858

Its charge is +3. The energy relative to the best compared isomer or geometry (same formula, charge and spin) is 184.8 kcal/mol. The max |F| comes out at 2.4 eV/A. As for the spin multiplicity: 1.

Atomic partial charges in e from the natural (NBO) method, atoms 1 to 6:
1 Al 1.6546
2 C 0.7777
3 O -0.6084
4 N -0.8122
5 N -0.7890
6 H 0.4246

=====

Formula: C18H37LiO3S
Source: the Open Molecules 2025 dataset
Level of theory: ωB97M-V with the def2-TZVPD basis set

Geometry (Å):
C  3.838  -0.250  1.961
C  4.786  -1.383  1.593
C  4.664  -1.925  0.160
C  4.306  -0.900  -0.919
C  2.830  -0.889  -1.297
C  2.468  0.256  -2.234
C  2.333  1.585  -1.494
C  1.008  1.706  -0.722
C  1.135  2.206  0.728
C  0.318  3.449  1.084
C  -1.180  3.350  0.806
C  -1.864  2.257  1.638
C  -2.200  0.984  0.874
C  -3.376  1.160  -0.072
C  -3.838  -0.143  -0.769
C  -2.799  -1.188  -1.146
C  -3.400  -2.578  -1.468
C  -3.271  -3.662  -0.395
S  -3.915  -3.260  1.248
O  -5.170  -2.558  0.948
O  -4.085  -4.532  1.907
O  -2.915  -2.359  1.831
H  3.873  -0.060  3.031
H  4.095  0.683  1.465
H  2.809  -0.495  1.708
H  5.812  -1.062  1.770
H  4.609  -2.207  2.283
H  3.917  -2.720  0.147
H  5.607  -2.399  -0.104
H  4.608  0.096  -0.598
H  4.875  -1.107  -1.826
H  2.590  -1.847  -1.760
H  2.220  -0.823  -0.395
H  1.525  0.039  -2.737
H  3.229  0.337  -3.011
H  3.163  1.689  -0.796
H  2.429  2.403  -2.207
H  0.340  2.357  -1.285
H  0.535  0.724  -0.718
H  2.183  2.440  0.911
H  0.868  1.409  1.420
H  0.434  3.632  2.154
H  0.736  4.317  0.573
H  -1.626  4.321  1.013
H  -1.340  3.167  -0.258
H  -2.781  2.651  2.079
H  -1.218  1.994  2.474
H  -1.327  0.687  0.295
H  -2.432  0.161  1.545
H  -4.213  1.545  0.523
H  -3.132  1.938  -0.812
H  -4.290  0.156  -1.734
H  -4.618  -0.617  -0.180
H  -2.123  -1.279  -0.305
H  -2.240  -0.842  -2.015
H  -2.899  -2.941  -2.364
H  -4.455  -2.490  -1.729
H  -2.232  -3.958  -0.270
H  -3.829  -4.548  -0.686
Li  -5.376  1.321  -1.866

The max |F| comes out at 0.9 eV/A. Its total energy is -1339.43312 Eh. As for the spin multiplicity: 1.

Atomic partial charges in e from the natural (NBO) method, atoms 1 to 6:
1 C -0.6107
2 C -0.3925
3 C -0.3965
4 C -0.4021
5 C -0.3951
6 C -0.3901

=====

Formula: C18H17N3O4S
Source: the Open Molecules 2025 dataset
Level of theory: ωB97M-V with the def2-TZVPD basis set

Geometry (Å):
C  -1.077  -3.282  -0.824
C  -0.090  -2.462  -0.050
C  1.150  -1.874  -0.364
C  1.552  -1.185  0.696
C  0.641  -1.238  1.667
N  0.782  -0.409  2.947
C  1.850  0.262  3.031
N  2.793  0.481  1.747
C  2.567  -0.287  0.715
O  3.529  -0.300  -0.230
C  3.781  1.257  -0.648
H  4.155  1.753  0.043
H  4.582  0.730  -1.583
C  2.517  1.671  -1.162
O  2.105  1.334  -2.449
N  1.667  2.107  -0.087
C  0.389  1.821  0.030
C  -0.457  1.144  -0.782
C  -1.641  1.042  -0.610
C  -2.351  1.556  0.709
C  -1.585  2.294  1.333
C  -0.328  2.618  1.287
H  0.390  3.227  1.859
H  -2.055  2.765  2.482
O  -3.641  1.490  0.677
C  -4.315  0.783  -0.138
C  -3.623  -0.579  -0.772
H  -4.174  -0.699  -1.601
O  -2.523  0.047  -1.250
H  -3.359  -1.178  0.073
H  -5.324  0.530  0.266
H  -4.639  1.499  -1.017
H  0.023  0.800  -1.736
H  2.203  2.299  0.605
H  2.115  0.939  3.732
S  -0.788  -1.756  1.572
C  1.758  -2.181  -1.784
H  1.246  -2.927  -1.952
H  2.737  -2.444  -1.384
H  1.657  -1.131  -2.088
H  -0.489  -4.175  -1.203
H  -1.690  -2.598  -1.467
H  -2.040  -3.743  -0.292

The energy relative to the best compared isomer or geometry (same formula, charge and spin) is 419.3 kcal/mol. The max |F| comes out at 18.6 eV/A. As for the spin multiplicity: 1.

Atomic partial charges in e from the natural (NBO) method, atoms 1 to 6:
1 C -0.7022
2 C -0.1094
3 C 0.0286
4 C -0.3115
5 C -0.0598
6 N -0.4251